(1)
18
Properties=species:S:1:pos:R:3:forces:R:3:nbo_charge:R:1 method="wB97M-V/def2-TZVPD" smiles="C[C@@H]1N=[NH+]NNN1C" lumo_ha="-0.202 / -0.202" max_force_ev_per_a=5.1 homo_energy_ev="-12.938 / -12.944" homo_lumo_gap_ev="7.43 / 7.45" total_charge=+1
C -0.0328 -0.9148 -0.5709 -3.1 -0.5 1.0 0.031
C -0.8116 -1.5972 0.6352 1.0 -2.4 -0.2 -0.639
C -1.5077 1.0983 -0.4802 -2.2 0.3 -0.7 -0.456
N 1.8782 0.9958 0.3564 -0.4 -3.3 -0.3 -0.224
N 0.5368 1.2994 0.3999 1.2 -3.3 1.0 -0.268
N 2.1160 -0.3346 -0.1019 -1.8 0.2 0.2 -0.084
N -0.1979 0.5272 -0.5532 0.1 0.3 -1.2 -0.294
N 1.2774 -1.3274 -0.4070 4.0 3.1 0.9 -0.055
H -0.5392 -1.4200 -1.5502 1.5 1.5 2.0 0.310
H -0.6693 -1.3028 1.6411 1.1 1.2 0.8 0.242
H -0.7458 -2.7086 0.7514 0.9 0.7 -0.8 0.258
H -1.8355 -1.5793 0.5475 -2.6 0.9 -1.0 0.233
H -1.4250 1.9770 -1.1836 -1.2 -1.1 0.4 0.229
H -2.4035 0.3542 -0.5443 1.8 1.4 -0.9 0.250
H -1.7040 1.5190 0.5022 0.2 0.1 0.4 0.215
H 2.5494 1.6907 0.0541 0.2 -0.1 -0.5 0.419
H 0.4525 2.2646 0.3043 -0.8 1.9 -0.7 0.394
H 3.0617 -0.5413 0.1991 0.1 -0.9 -0.5 0.439

***

(2)
18
Properties=species:S:1:pos:R:3:forces:R:3:nbo_charge:R:1 method="wB97M-V/def2-TZVPD" lumo_ha=-0.111 max_force_ev_per_a=5.6 homo_energy_ev=-13.846 homo_lumo_gap_ev=10.82 total_charge=+1
C -0.8877 -0.8461 -0.3695 3.5 -0.8 4.2 0.496
C -1.2268 -2.2017 -0.6106 -0.3 -1.8 3.9 -0.712
C 1.2173 -1.5022 1.7423 1.0 2.2 1.4 -0.430
N -0.9788 0.3279 -0.6425 -1.9 0.3 -1.8 -0.256
N -0.2275 1.1442 0.0419 0.7 4.1 -0.1 -0.198
N 0.6047 0.6495 0.8489 0.8 -1.7 2.0 0.083
N 0.4350 -0.5852 0.9673 -1.9 -0.4 -2.5 -0.181
N 0.2477 3.2228 -1.2531 -2.2 -0.8 -0.6 -0.989
H -1.4871 -2.2053 -1.5849 -1.0 -0.9 -3.4 0.268
H -2.0611 -2.5801 0.0606 0.6 0.8 -0.9 0.280
H -0.4034 -2.8979 -0.3299 -0.3 0.7 -0.8 0.270
H 2.2880 -1.2720 1.8080 -0.2 0.2 -0.7 0.241
H 0.9213 -1.5142 2.7805 -0.6 -0.1 0.3 0.236
H 1.0535 -2.4085 1.3020 -0.1 -2.6 -0.9 0.214
H 1.0987 3.7149 -1.4234 0.7 -0.1 -0.7 0.425
H 0.0765 2.2873 -0.3704 -0.1 -0.9 -0.6 0.425
H -0.2698 2.7655 -2.0694 1.6 1.1 1.0 0.422
H -0.4004 3.9009 -0.8977 -0.4 0.7 0.1 0.407

***

ΔE to the lowest compared entry with this formula, charge and spin for the records above, in order: 157.9 83.2 kcal/mol